{
  "formula": "C2H5NO2",
  "method": "ωB97M-V/def2-TZVPD",
  "symbols": ["C", "O", "C", "N", "O", "H", "H", "H", "H", "H"],
  "xyz": [[1.5525, 0.6679, 0.0055], [1.1940, -0.5691, -0.1273], [-0.1707, -0.9376, 0.0390], [-1.3823, -0.5080, -0.0257], [-1.3389, 0.8675, -0.0292], [2.6317, 0.7341, 0.4242], [1.2297, 1.5802, -0.6996], [1.2317, 1.1119, 0.8347], [-0.2437, -1.9819, 0.3667], [-2.3049, 1.3432, 0.2395]],
  "atomic_forces_ev_per_a": [[3.98, 6.41, -0.88], [-4.47, -4.42, -0.77], [0.24, -2.76, 0.18], [1.93, 0.95, 1.19], [-3.78, 4.02, 0.24], [-0.87, -0.34, -2.05], [1.07, -2.60, 0.24], [-2.53, 1.43, 3.96], [0.73, 0.08, -0.86], [3.71, -2.77, -1.25]],
  "lowdin_charge": [-0.234, -0.058, -0.162, -0.007, -0.161, 0.131, 0.146, 0.019, 0.125, 0.200],
  "e_tot_ev": -7735.3163,
  "e_homo_ev": -9.39,
  "smiles": "CO/C=N\\O",
  "charge": 0
}